The following is a quantum chemistry calculation of a structure of composition H6N4, from OMol25.

CARTESIAN COORDINATES (ANGSTROEM)
N -0.0330 -2.1454 0.0647
N 0.4861 1.2492 0.8918
N 0.4085 -0.8969 0.4362
N -0.2360 0.1107 0.5002
H -1.1046 -2.1438 0.2379
H -1.2350 0.7813 -2.2151
H 1.4233 1.4746 0.4500
H 0.1064 2.0729 0.5913
H 1.4737 -0.9064 0.5336
H -1.2892 0.4039 -1.4905

Summary:
Relative energy (zero: lowest compared OMol25 entry of this formula, charge and spin) ... 3.031 eV
Electronic energy ... -6052.5269 eV
Spin multiplicity ... 1

---

The following is a quantum chemistry calculation of a cluster of 2 separate species, H6N4O4 in total, from OMol25.

CARTESIAN COORDINATES (ANGSTROEM)
N -1.3469 1.8715 -1.4359
N 1.3218 -1.1210 -1.3820
N -0.0302 0.2044 2.7527
N -0.9358 -0.3915 -1.2640
O -1.7073 0.6415 -1.2594
O 0.4884 -0.0705 -1.5437
O 0.9148 0.6491 1.7696
O -1.2600 -1.5519 -1.0832
H -0.3408 1.9798 -1.5697
H 1.6188 1.0612 2.2879
H 1.3555 -1.4141 -0.4056
H 1.0577 -1.8961 -1.9918
H -0.8607 0.7854 2.6384
H -0.2752 -0.7479 2.4867

Summary:
Relative energy (zero: lowest compared OMol25 entry of this formula, charge and spin) ... 0.000 eV
Electronic energy ... -14236.1602 eV
Spin multiplicity ... 1

---

The following is a quantum chemistry calculation of a cluster of 2 separate species, H6NO in total, from OMol25.

CARTESIAN COORDINATES (ANGSTROEM)
O 2.4167 0.2096 -0.2903
H 2.8665 -0.2846 0.4320
H 2.3131 1.1228 0.0611
N -1.5192 -0.2095 -0.0404
H -1.9209 0.0519 0.8803
H -0.6685 -0.7866 0.1040
H -1.2692 0.6501 -0.5657
H -2.2185 -0.7537 -0.5810

Summary:
Relative energy (zero: lowest compared OMol25 entry of this formula, charge and spin) ... 0.628 eV
Net charge ... +1
Electronic energy ... -3627.9467 eV
Spin multiplicity ... 1